Record 1
{
  "formula": "C7H12AlF4NO5PS",
  "method": "ωB97M-V/def2-TZVPD",
  "total_charge": -1,
  "homo_lumo_gap_ev": 8.641,
  "lumo_ev": 2.831,
  "homo_ev": -5.810,
  "elements": ["C", "C", "N", "C", "Al", "P", "O", "O", "O", "O", "C", "S", "C", "C", "F", "F", "C", "F", "F", "O", "H", "H", "H", "H", "H", "H", "H", "H", "H", "H", "H", "H"],
  "positions_angstrom": [[-0.411681, -0.544030, -3.305818], [0.873648, 0.134122, -2.909026], [1.109197, 1.283160, -3.397622], [1.711495, -0.600406, -1.920842], [0.807916, -0.695749, -0.156335], [-0.322632, -2.813328, 0.061076], [-1.508638, -2.953160, -0.823270], [-0.751084, -3.126757, 1.606866], [0.709089, -4.061162, -0.223390], [1.738103, -0.280716, 1.288993], [0.818828, 0.128514, 2.241316], [1.802065, 1.114205, 3.441986], [-0.437825, 0.807894, 1.507897], [-0.651122, 2.307688, 1.661986], [-0.776441, 2.663958, 2.998776], [0.394419, 3.016252, 1.159565], [-1.972197, 2.832332, 1.018316], [-2.778077, 1.826809, 0.611535], [-1.722077, 3.617330, -0.047008], [-0.355699, 0.577661, 0.137139], [-0.283218, -1.622407, -3.410077], [-0.792440, -0.113940, -4.229901], [-1.150197, -0.395039, -2.512881], [1.984979, 1.643792, -3.012697], [1.910922, -1.607934, -2.301664], [2.668372, -0.084308, -1.779529], [-1.599004, -3.593908, 1.585773], [1.625583, -3.784672, -0.118606], [0.403954, -0.711550, 2.807525], [0.805538, 1.281379, 4.322143], [-1.332874, 0.334311, 1.938500], [-2.518902, 3.419662, 1.759273]],
  "forces_ev_per_angstrom": [[0.0, -0.1, 0.0], [-0.3, -0.2, -0.1], [0.3, 0.3, 0.0], [0.2, 0.0, 0.1], [0.3, 0.3, -0.3], [0.0, 0.0, -0.2], [0.0, -0.2, 0.1], [-0.1, 0.1, 0.1], [0.1, 0.0, -0.2], [-0.1, -0.4, 0.1], [0.0, 0.4, -0.1], [-0.2, 0.0, 0.0], [0.1, 0.1, 0.0], [0.3, 0.2, 0.1], [0.0, -0.1, -0.2], [-0.4, -0.2, 0.2], [0.1, 0.1, 0.0], [-0.1, -0.1, 0.1], [0.1, 0.1, -0.2], [-0.4, -0.1, 0.2], [0.0, 0.0, 0.0], [0.0, 0.0, 0.0], [0.0, 0.0, 0.0], [0.0, 0.0, 0.0], [0.0, 0.0, 0.1], [0.0, -0.1, 0.0], [0.0, 0.1, 0.0], [0.0, 0.0, 0.1], [0.1, -0.1, 0.0], [0.1, 0.1, 0.1], [0.0, 0.0, 0.0], [0.0, 0.0, 0.0]]
}

=====

Record 2
{
  "formula": "C7H12BN",
  "method": "ωB97M-V/def2-TZVPD",
  "homo_lumo_gap_ev": [6.298, 6.296],
  "lumo_ev": [-0.773, -0.774],
  "homo_ev": [-7.071, -7.070],
  "de_lowest_kcal_mol": 149.3,
  "elements": ["B", "C", "C", "C", "C", "C", "C", "C", "N", "H", "H", "H", "H", "H", "H", "H", "H", "H", "H", "H", "H"],
  "positions_angstrom": [[0.216821, 1.438119, -0.565620], [-3.140472, -0.208648, 0.442114], [0.065410, -1.553843, -0.719237], [1.260735, -0.828570, -0.344656], [0.991029, 0.458211, 0.153547], [-2.043324, -0.553088, -0.155181], [-0.343339, 2.801635, 0.251972], [2.233891, -1.847366, 0.247056], [-1.192594, -1.369428, -0.546399], [-0.021334, 1.525628, -1.769689], [-4.143620, -0.699156, 0.225895], [-3.189213, 0.487361, 1.217457], [0.122729, -2.521360, -1.157086], [1.343677, 0.616367, 1.198161], [1.597434, -0.809025, -1.380402], [-0.279338, 2.439703, 1.353970], [-1.445185, 2.978823, 0.005050], [0.293280, 3.778074, 0.227595], [1.807547, -2.477122, 0.976932], [2.967922, -1.236400, 0.851319], [2.897938, -2.419911, -0.512806]],
  "forces_ev_per_angstrom": [[-0.9, 3.2, 0.0], [-2.0, -1.3, -1.1], [-2.6, -2.2, -0.4], [0.3, -1.6, -1.2], [0.4, 1.2, 2.2], [0.6, -0.3, 1.0], [0.5, -0.7, 1.3], [3.1, 1.1, 0.0], [0.5, 1.0, 0.0], [0.1, -0.8, 0.3], [1.5, 0.5, -0.1], [0.3, 1.3, 0.9], [1.1, -0.8, -0.7], [-0.4, 0.1, -0.6], [0.3, 0.6, -1.0], [-0.4, 0.9, -1.5], [1.5, 0.2, 0.3], [-1.3, -1.6, -0.4], [-0.7, -1.1, 0.6], [-0.6, -0.5, -0.7], [-1.5, 0.8, 1.2]]
}

=====

Record 3
{
  "formula": "C7H12BiClIO3P",
  "method": "ωB97M-V/def2-TZVPD",
  "total_charge": 2,
  "homo_lumo_gap_ev": [4.486, 4.802],
  "lumo_ev": [-11.086, -10.895],
  "homo_ev": [-15.571, -15.697],
  "de_lowest_kcal_mol": 64.1,
  "elements": ["C", "C", "H", "H", "H", "O", "I", "Bi", "P", "C", "C", "H", "H", "H", "C", "H", "H", "H", "H", "H", "H", "C", "O", "Cl", "O", "C"],
  "positions_angstrom": [[-0.390802, -1.650646, 0.834047], [0.758108, -0.797864, 0.300471], [-0.057738, -2.696089, 0.862420], [-1.294686, -1.585604, 0.209784], [-0.668241, -1.361195, 1.851064], [1.824635, -1.322823, -0.143739], [1.167994, 0.961709, 1.633472], [-3.854904, 0.592090, 1.644202], [0.132224, 0.489815, -1.171898], [1.616702, 1.101782, -1.972137], [-0.759552, -0.594054, -2.300236], [-1.838129, 1.557857, -0.196417], [-1.300821, 2.297871, -1.730952], [-0.416340, 2.649153, -0.218292], [-0.956106, 1.876996, -0.775013], [-1.778041, -0.788568, -1.937285], [-0.808242, -0.070629, -3.265313], [1.364462, 1.323321, -3.018308], [2.390444, 0.326059, -1.926456], [-0.212554, -1.538635, -2.427646], [1.973783, 2.012113, -1.478390], [3.314678, -0.652005, 2.879945], [4.152380, -1.240054, 3.358638], [-4.160722, -0.748662, -0.411468], [0.286714, 0.041421, 5.105953], [-0.485243, -0.183357, 4.293550]],
  "forces_ev_per_angstrom": [[-0.2, -0.1, 0.2], [1.2, -1.1, -1.3], [-0.1, 0.3, -0.1], [0.3, 0.0, 0.0], [0.1, 0.0, -0.1], [-1.9, 1.0, 0.6], [-0.4, 1.1, 0.0], [-0.4, -1.1, -1.2], [0.5, -0.1, 0.1], [0.0, 0.0, 0.0], [0.0, -0.1, 0.0], [0.4, 0.1, -0.3], [0.0, -0.1, 0.1], [-0.1, -0.2, -0.2], [-0.2, 0.2, -0.2], [0.3, 0.0, -0.2], [-0.1, -0.2, 0.2], [0.1, 0.0, 0.2], [-0.2, 0.2, 0.0], [-0.1, 0.3, 0.0], [-0.1, -0.2, -0.1], [1.6, -1.3, 0.9], [-0.9, 0.7, -0.5], [0.2, 1.0, 1.6], [-1.8, -0.6, -1.9], [1.6, 0.5, 2.1]]
}

=====

Record 4
{
  "formula": "C7H12Br2N4O",
  "method": "ωB97M-V/def2-TZVPD",
  "total_charge": 2,
  "smiles": "BrC1=N[C@@](Br)([NH+]2CCOCC2)NC=[NH+]1",
  "homo_lumo_gap_ev": 8.871,
  "lumo_ev": -8.257,
  "homo_ev": -17.128,
  "de_lowest_kcal_mol": 28.7,
  "elements": ["Br", "C", "N", "C", "Br", "N", "C", "C", "O", "C", "C", "N", "C", "N", "H", "H", "H", "H", "H", "H", "H", "H", "H", "H", "H", "H"],
  "positions_angstrom": [[-2.328463, 3.618055, 2.197563], [-0.782992, 2.835677, 1.572647], [-0.533924, 1.592599, 1.793023], [0.540748, 0.852479, 1.504189], [1.492322, 0.134014, 2.905887], [0.157296, -0.286039, 0.528001], [-0.250199, 0.144756, -0.864447], [-0.559256, -1.219921, -1.604478], [-1.447469, -2.000921, -0.910705], [-1.030002, -2.467592, 0.297425], [-0.884431, -1.125674, 1.139092], [1.693936, 2.028539, 0.704480], [1.315633, 3.260256, 0.487711], [0.059332, 3.669371, 0.835042], [1.031430, -0.741283, 0.423003], [0.532685, 0.714404, -1.467061], [-1.206602, 0.669710, -0.816981], [-1.180000, -1.015819, -2.552477], [0.334373, -1.783167, -1.762060], [-0.127708, -3.026442, 0.285740], [-1.876692, -2.923998, 0.688409], [-1.887177, -0.560132, 1.171386], [-0.553311, -1.071229, 2.140374], [2.577834, 1.700579, 0.342580], [1.913757, 4.044899, 0.161362], [-0.151470, 4.631882, 0.551669]],
  "forces_ev_per_angstrom": [[0.0, 0.0, 0.0], [0.2, -0.7, -0.4], [-0.9, 1.4, 0.3], [0.4, 2.0, -2.1], [0.9, -0.2, 1.0], [0.3, 3.4, -1.4], [-0.1, -0.9, -1.6], [-1.5, 1.5, -1.4], [-1.2, -0.4, -1.1], [0.2, 3.4, 1.6], [-1.8, -0.3, 0.2], [-1.6, -0.6, -0.2], [-2.0, -2.3, 1.6], [1.2, -0.3, -0.1], [1.0, -1.4, -0.1], [-0.8, -0.7, 1.3], [0.3, 0.2, 0.3], [1.8, 0.0, 1.0], [1.0, -0.2, -0.6], [0.8, -0.8, 0.0], [-1.0, -1.6, 1.0], [1.6, -0.8, -0.6], [-0.1, -1.4, 1.4], [0.4, 0.2, 0.2], [1.5, 0.9, -1.1], [-0.5, -0.5, 0.7]]
}